# C48H59N2O3P2S2SeSiTl

C48H59N2O3P2S2SeSiTl as an isolated structure (ωB97M-V/def2-TZVPD, the OMol25 dataset).

Properties
LUMO in eV: -5.66
E_HOMO in eV: -13.00
Orbital gap in eV: 7.34
Charge: +2

Positions of all 119 atoms, in Å:
Tl1 -0.0206 -0.3516 -0.0909
C1 2.4216 0.0515 3.1433
C2 1.2442 -0.9171 3.3155
P1 -0.3292 -0.2192 2.6842
C3 -1.6005 -1.3982 3.2172
C4 -2.9298 -0.9811 3.1299
C5 -3.9503 -1.7916 3.5957
C6 -3.6551 -3.0318 4.1530
C7 -2.3380 -3.4490 4.2476
C8 -1.3116 -2.6324 3.7873
C9 -0.6173 1.1895 3.8063
C10 -0.3447 2.5030 3.4389
C11 -0.5111 3.5348 4.3523
C12 -0.9422 3.2612 5.6403
C13 -1.2043 1.9505 6.0184
C14 -1.0456 0.9193 5.1092
C15 3.3053 -0.2552 1.9396
P2 2.6709 0.0718 0.2306
C16 3.3253 1.7290 -0.1404
C17 4.0280 1.9810 -1.3174
C18 4.5488 3.2419 -1.5680
C19 4.3779 4.2628 -0.6448
C20 3.6857 4.0182 0.5340
C21 3.1606 2.7604 0.7845
C22 3.6704 -1.0517 -0.7776
C23 3.0710 -1.8862 -1.7118
C24 3.8473 -2.7392 -2.4863
C25 5.2210 -2.7672 -2.3202
C26 5.8293 -1.9384 -1.3807
C27 5.0599 -1.0826 -0.6144
H1 3.0541 -0.0153 4.0292
H2 2.0692 1.0859 3.1210
H3 1.1000 -1.1593 4.3704
H4 1.4390 -1.8606 2.7955
H5 -3.1577 -0.0019 2.7233
H6 -4.9775 -1.4521 3.5423
H7 -4.4519 -3.6618 4.5261
H8 -2.1014 -4.4077 4.6908
H9 -0.2893 -2.9768 3.8824
H10 -0.0055 2.7100 2.4364
H11 -0.3051 4.5547 4.0529
H12 -1.0745 4.0656 6.3519
H13 -1.5379 1.7311 7.0242
H14 -1.2661 -0.0951 5.4174
H15 3.5821 -1.3123 1.9483
H16 4.2346 0.3143 2.0081
H17 4.2062 1.1879 -2.0296
H18 5.1032 3.4199 -2.4807
H19 4.7952 5.2432 -0.8351
H20 3.5559 4.8077 1.2632
H21 2.6127 2.5928 1.7040
H22 1.9949 -1.8668 -1.8563
H23 3.3740 -3.3834 -3.2160
H24 5.8247 -3.4364 -2.9197
H25 6.9033 -1.9600 -1.2500
H26 5.5435 -0.4290 0.1023
O1 0.3740 0.4495 -2.4998
S1 -0.0509 0.3034 -3.9509
C28 -0.4857 1.9435 -4.5993
C29 0.4413 3.1425 -4.3843
C30 0.1357 3.9255 -3.0958
C31 0.8916 3.3245 -1.9209
S2 0.2973 3.5218 -0.2139
O2 0.1813 2.0919 0.3136
C32 -1.3556 4.1758 -0.3562
C33 -2.4250 3.4677 0.1600
C34 -3.6831 4.0578 0.1552
C35 -3.8554 5.3361 -0.3513
C36 -2.7656 6.0471 -0.8421
C37 -1.5055 5.4749 -0.8328
C38 1.4544 0.0938 -4.8919
C39 1.3763 -0.1894 -6.2508
C40 2.5495 -0.3595 -6.9655
C41 3.7812 -0.2590 -6.3271
C42 3.8418 0.0064 -4.9690
C43 2.6699 0.1836 -4.2453
H27 -1.4799 2.1501 -4.2070
H28 -0.6178 1.7291 -5.6643
H29 0.2863 3.8029 -5.2393
H30 1.4917 2.8394 -4.4242
H31 -0.9421 3.9000 -2.9230
H32 0.4023 4.9751 -3.2269
H33 1.9300 3.6617 -1.8999
H34 0.8960 2.2411 -2.0027
H35 -2.2722 2.4753 0.5545
H36 -4.5287 3.5170 0.5617
H37 -4.8362 5.7936 -0.3464
H38 -2.8975 7.0534 -1.2176
H39 -0.6490 6.0397 -1.1844
H40 0.4197 -0.2919 -6.7512
H41 2.5036 -0.5793 -8.0238
H42 4.6924 -0.3962 -6.8944
H43 4.7996 0.0687 -4.4665
H44 2.6830 0.3873 -3.1868
C44 -3.3872 1.4189 -2.4303
N1 -4.1015 0.4816 -1.5963
C45 -3.5919 -0.0398 -0.4620
N2 -4.3935 -0.9030 0.2148
O3 -2.4697 0.2737 -0.0172
H45 -3.8121 2.4233 -2.3719
H46 -3.4108 1.0755 -3.4650
H47 -2.3576 1.4579 -2.0815
H48 -5.0249 0.2059 -1.8771
H49 -5.2159 -1.2851 -0.2169
H50 -3.9355 -1.4755 0.9035
C46 -1.5987 -5.5868 -1.0431
Si1 -0.1727 -4.4985 -0.5130
C47 0.1763 -4.6489 1.3166
C48 1.3674 -4.8536 -1.5101
Se1 -1.1439 -2.4359 -1.0147
H51 -1.3248 -6.6345 -0.8915
H52 -1.8414 -5.4565 -2.0986
H53 -2.4962 -5.3889 -0.4554
H54 0.4359 -5.6829 1.5576
H55 -0.6966 -4.3689 1.9071
H56 1.0183 -4.0203 1.6196
H57 1.6157 -5.9143 -1.4173
H58 2.2244 -4.2877 -1.1444
H59 1.2244 -4.6343 -2.5695

Löwdin population analysis, charges in e, atoms 1 to 5: 0.4785, -0.2653, -0.3226, 1.0383, -0.3731


# C4H4O2

C4H4O2 as an isolated structure at a distorted geometry (ωB97M-V/def2-TZVPD, the OMol25 dataset).

Properties
LUMO (alpha / beta) in eV: -0.95 / -0.95
E_HOMO (alpha / beta) in eV: -9.03 / -9.03
Orbital gap (alpha / beta) in eV: 8.08 / 8.08
Relative energy (zero: lowest compared OMol25 entry of this formula, charge and spin) in kcal/mol: 93.3

Positions of all 10 atoms, in Å:
C1 -0.1745 -0.2898 -0.1553
C2 -1.1273 0.0052 0.8475
C3 0.3390 1.1351 -0.4676
C4 0.5190 -1.4352 -0.2186
O1 -2.0796 -0.1637 1.4822
O2 1.5610 1.3266 -0.6495
H1 -0.3041 1.4813 0.6879
H2 -0.4026 1.7097 -1.0648
H3 0.2023 -2.3406 0.2824
H4 1.4667 -1.4286 -0.7441

Löwdin population analysis, charges in e, atoms 1 to 5: -0.2502, -0.1301, -0.4390, 0.1465, 0.2335


# C4H6OS2

C4H6OS2 as an isolated structure at a distorted geometry (ωB97M-V/def2-TZVPD, the OMol25 dataset).

Properties
LUMO in eV: 0.64
E_HOMO in eV: -8.73
Orbital gap in eV: 9.38
Relative energy (zero: lowest compared OMol25 entry of this formula, charge and spin) in kcal/mol: 23.3

Positions of all 13 atoms, in Å:
C1 1.1935 -1.9136 -0.2448
C2 -0.3306 0.3285 0.7334
C3 0.4973 1.4806 0.0630
C4 -1.4305 0.1909 -0.3458
H1 1.6716 -2.8839 0.0470
H2 -0.8096 0.7432 1.6795
H3 0.8193 2.3306 0.7019
H4 1.3611 1.0918 -0.5197
H5 -1.2412 -0.6505 -1.0418
H6 -2.4351 0.1054 0.0001
O1 1.1121 -1.4328 -1.3431
S1 0.5330 -1.1916 1.2425
S2 -0.9410 1.8014 -0.9723

Löwdin population analysis, charges in e, atoms 1 to 5: -0.5893, -0.7054, -0.4700, -0.4846, 0.0818


# CH6N3

An isolated ion of composition CH6N3 and charge +1 at a distorted geometry (ωB97M-V/def2-TZVPD, the OMol25 dataset).

Properties
LUMO in eV: -4.76
SMILES: NNC=[NH2+]
E_HOMO in eV: -15.01
Orbital gap in eV: 10.25
Relative energy (zero: lowest compared OMol25 entry of this formula, charge and spin) in kcal/mol: 72.4
Charge: +1

Positions of all 10 atoms, in Å:
C1 -0.0663 -0.5955 0.3280
N1 -0.2144 0.5043 -0.2964
N2 0.8588 -1.5909 -0.2896
N3 -0.5002 1.7574 0.2281
H1 -0.1820 -0.7005 1.4200
H2 0.2851 0.5953 -1.1444
H3 0.8882 -1.2935 -1.2877
H4 0.9940 -2.4653 0.0807
H5 -0.7020 1.6080 1.1844
H6 -1.3448 2.0809 -0.3975

Löwdin population analysis, charges in e, atoms 1 to 5: -0.0169, -0.0467, 0.1580, 0.1111, 0.1701


# C8H14NO

A 2-piece molecular cluster, C8H14NO overall at a distorted geometry (ωB97M-V/def2-TZVPD, the OMol25 dataset).

Properties
LUMO in eV: -3.28
E_HOMO in eV: -12.63
Orbital gap in eV: 9.36
Relative energy (zero: lowest compared OMol25 entry of this formula, charge and spin) in kcal/mol: 10.5
Charge: +1

Positions of all 24 atoms, in Å:
C1 0.1870 2.3480 -0.9871
N1 1.1648 1.2419 -1.2177
H1 0.7309 0.4893 -1.7518
H2 1.9263 1.6689 -1.7491
H3 1.4947 0.8614 -0.3185
H4 0.4668 3.0146 -0.1789
H5 -0.7682 1.9673 -0.6331
H6 -0.0154 2.8673 -1.9176
C2 -0.8342 -2.3241 -1.3965
C3 0.1150 0.2008 1.8891
C4 -1.2384 0.1375 1.4562
C5 1.0820 -0.6466 1.4072
C6 -1.4664 -0.5906 0.3158
C7 0.8040 -1.5007 0.2879
C8 -0.4680 -1.4325 -0.2072
O1 0.4657 1.2066 2.7697
H7 0.1250 1.0189 3.6667
H8 -2.0230 0.7040 1.9374
H9 2.0109 -0.6453 1.9660
H10 -2.4369 -0.7845 -0.1267
H11 1.5809 -2.2005 0.0199
H12 -1.0445 -3.3567 -1.1364
H13 -0.1090 -2.2741 -2.2112
H14 -1.7500 -1.9710 -1.8843

Löwdin population analysis, charges in e, atoms 1 to 5: -0.0127, 0.1702, 0.1544, 0.1724, 0.1290


# C2H2O3

A 3-piece molecular cluster, C2H2O3 overall at a distorted geometry (ωB97M-V/def2-TZVPD, the OMol25 dataset).

Properties
LUMO in eV: 0.24
E_HOMO in eV: -11.55
Orbital gap in eV: 11.79
Relative energy (zero: lowest compared OMol25 entry of this formula, charge and spin) in kcal/mol: 42.1

Positions of all 7 atoms, in Å:
C1 0.7499 -1.4640 0.8367
C2 0.8371 0.5515 -0.2145
O1 0.8077 -2.4359 0.2956
O2 -1.5321 0.6338 -0.2348
O3 1.2100 1.5072 0.3020
H1 -1.3485 0.6485 -1.2569
H2 -0.7241 0.5589 0.2719

Löwdin population analysis, charges in e, atoms 1 to 5: -0.0353, -0.0844, 0.1036, -0.1130, 0.1089